This record from the Open Molecules 2025 dataset describes a structure of composition C31H31Cl2FN7O7ReSSi. The level of theory is the ωB97M-V functional and the def2-TZVPD basis.

The geometry in XYZ format:
```
82
Properties=species:S:1:pos:R:3:lowdin_charge:R:1
Re -0.585 0.221 -0.088 1.44
Cl -0.517 -2.144 -0.767 0.77
Cl 3.401 -3.914 2.454 0.71
S 1.142 -1.660 1.649 0.79
Si -0.492 3.609 0.366 0.44
F -2.727 -0.224 -0.170 -0.08
O 3.598 -4.512 -3.165 0.12
O 3.001 1.161 0.908 0.09
O 1.310 0.672 -0.500 -0.28
O -0.872 0.390 -2.192 -0.18
O 7.131 -1.331 0.817 0.10
O 1.963 -3.159 -3.521 0.05
O 7.326 -3.113 -0.392 0.10
N 6.716 -2.136 0.004 -0.33
N -0.841 0.194 1.987 -0.17
N -1.359 2.028 0.084 -0.20
N 3.018 -3.473 -2.960 -0.32
N 0.455 -0.010 -3.991 0.23
N -0.711 0.842 4.079 0.17
N -1.079 1.703 -4.028 0.06
C -4.920 3.179 -0.482 -0.05
C 1.301 3.461 0.726 -0.17
C 3.602 -2.527 -1.975 -0.10
C 1.464 -5.583 -0.616 -0.07
C -1.636 -0.684 2.764 -0.24
C 2.328 -5.352 0.455 -0.09
C 2.534 0.484 0.027 -0.57
C -2.195 -0.925 5.130 0.00
C 4.860 -2.785 -1.483 0.10
C -1.278 4.381 1.866 -0.15
C -2.774 2.088 -0.132 -0.29
C 2.852 -1.452 -1.549 0.04
C -1.546 -0.276 4.087 -0.17
C -3.556 3.247 -0.234 -0.04
C -4.825 0.792 -0.541 0.01
C 4.629 -0.829 -0.078 0.09
C 0.567 -4.606 -0.990 -0.11
C -3.046 -2.459 3.460 -0.06
C 1.359 -3.151 0.832 -0.71
C -5.566 1.958 -0.642 -0.06
C -0.333 1.076 2.823 -0.15
C 2.284 -4.162 1.158 -0.67
C 5.350 -1.903 -0.545 -0.09
C -3.492 0.929 -0.287 -0.21
C 3.358 -0.611 -0.580 -0.11
C -2.136 2.528 -3.451 -0.03
C -2.947 -2.030 4.794 -0.06
C 0.568 -3.435 -0.256 -0.60
C -2.404 -1.797 2.433 -0.03
C -0.502 0.689 -3.369 -0.52
C -0.625 4.612 -1.182 -0.16
H 0.001 4.149 -1.956 0.05
H 0.334 1.874 2.537 0.12
H -6.628 1.911 -0.839 0.11
H -3.471 -2.576 5.571 0.11
H 1.600 2.647 1.383 0.00
H -1.953 2.650 -2.394 0.04
H -2.239 4.873 1.692 0.03
H -0.589 5.136 2.266 0.05
H -2.120 3.506 -3.925 0.10
H -2.508 -2.143 1.416 0.09
H 1.882 3.328 -0.191 0.05
H -2.111 -0.582 6.156 0.12
H 1.503 -6.517 -1.161 0.12
H -0.220 5.615 -0.984 0.06
H 0.741 -0.911 -3.634 0.09
H -1.636 4.731 -1.582 0.02
H 5.039 -0.176 0.680 0.14
H -5.484 4.101 -0.559 0.12
H 0.707 0.199 -4.941 0.13
H 1.609 4.407 1.192 0.06
H -0.097 -4.739 -1.838 0.12
H 3.050 -6.107 0.749 0.12
H -5.261 -0.192 -0.657 0.13
H -3.123 2.080 -3.585 0.10
H -0.403 1.364 4.881 0.18
H -0.917 1.774 -5.015 0.15
H 1.870 -1.273 -1.939 0.08
H -1.438 3.623 2.644 0.03
H -3.093 4.220 -0.127 0.08
H 5.442 -3.632 -1.810 0.14
H -3.639 -3.338 3.232 0.11
```

Gap between HOMO and LUMO (spin up / spin down) in eV: 5.638 / 6.491
HOMO level (spin up / spin down) in eV: -10.15 / -10.20
Total charge: +1
Multiplicity: 2
ΔE to the lowest compared entry with this formula, charge and spin in eV: 2.144
M in g/mol: 949.9
Calculated total energy in eV: -106010.21062

***

This record from the Open Molecules 2025 dataset describes a structure of composition C31H31Cl2N9O4PtS2. The level of theory is the ωB97M-V functional and the def2-TZVPD basis.

The geometry in XYZ format:
```
80
Properties=species:S:1:pos:R:3:lowdin_charge:R:1
Pt 0.087 2.017 0.112 1.40
Cl -0.959 -3.697 -5.383 0.78
Cl -2.274 -0.551 -0.219 0.81
S -3.222 5.072 -0.559 1.15
S 0.066 4.934 3.234 0.69
O 1.777 -2.648 -1.443 0.08
O 1.619 0.739 0.418 -0.21
O 1.298 0.414 -1.750 0.03
O 0.350 -1.646 0.487 0.02
N 1.304 3.631 0.078 -0.01
N -2.462 -0.747 3.765 0.21
N 1.565 5.806 -0.117 0.22
N -0.085 -3.364 -2.533 0.15
N -1.186 0.454 -0.056 -0.47
N -0.452 -0.205 2.748 0.19
N -0.366 2.342 2.304 -0.07
N -1.277 3.501 -0.265 -0.14
N -1.184 -2.376 2.710 0.10
C 2.975 -2.991 0.621 -0.02
C 2.816 5.287 0.191 -0.16
C -1.363 -1.109 3.081 -0.46
C -2.723 -3.355 0.092 -0.16
C -0.183 3.450 2.709 -0.92
C -2.584 0.187 -2.938 -0.13
C 1.907 0.165 -0.720 -0.62
C 2.646 3.906 0.320 -0.17
C 4.937 3.699 0.853 -0.05
C -3.244 -3.189 1.538 -0.16
C 2.522 -4.274 0.946 -0.04
C -1.658 5.750 -0.505 -0.28
C 4.047 5.908 0.373 0.01
C 5.102 5.088 0.704 -0.05
C -1.745 -2.295 -0.298 -0.23
C 0.589 -4.640 -0.609 0.00
C 0.702 4.785 -0.152 -0.28
C -0.736 4.772 -0.338 -0.30
C 3.718 3.086 0.667 0.01
C -2.578 3.520 -0.361 -0.41
C -1.057 -2.254 -4.439 -0.59
C 0.521 -3.276 -1.221 -0.35
C -0.306 -2.350 -0.273 -0.30
C -2.107 -0.597 -1.950 -0.16
C -0.453 -2.276 -3.179 -0.08
C -2.364 -0.092 -4.313 -0.04
C -1.766 -1.172 -4.954 -0.08
C 2.587 -2.220 -0.436 -0.24
C -2.212 -3.415 2.644 -0.13
C 3.072 -0.822 -0.678 0.01
C 1.474 -5.018 0.349 -0.07
H -3.584 -1.067 -0.371 0.09
H 3.037 -4.768 1.760 0.11
H -0.328 -2.544 2.204 0.13
H 6.080 5.521 0.861 0.12
H -0.148 -5.352 -0.963 0.12
H -2.826 0.614 -4.994 0.12
H 5.794 3.101 1.129 0.12
H -1.507 6.815 -0.577 0.10
H 3.571 -0.770 -1.648 0.15
H -2.706 -3.521 3.611 0.12
H -3.683 -2.193 1.661 0.09
H -2.999 -1.443 4.255 0.12
H -3.181 1.076 -2.732 0.11
H 1.362 -6.032 0.715 0.12
H -2.613 -0.485 1.103 0.05
H -0.231 -1.330 -2.705 0.12
H 4.168 6.978 0.270 0.12
H -1.678 -4.352 2.485 0.14
H -0.070 -4.256 -3.013 0.14
H 3.719 -2.550 1.272 0.13
H -3.182 2.629 -0.306 0.09
H 3.773 -0.540 0.105 0.13
H 0.162 -0.419 1.966 0.07
H 1.337 6.781 -0.223 0.18
H -3.581 -3.391 -0.584 0.12
H 3.583 2.025 0.806 0.10
H -1.977 -1.238 -6.016 0.12
H -4.067 -3.890 1.686 0.13
H -2.212 -4.317 -0.010 0.12
H -0.615 0.790 2.887 0.02
H -2.531 0.195 4.111 0.13
```

Gap between HOMO and LUMO (spin up / spin down) in eV: 6.237 / 6.069
HOMO level (spin up / spin down) in eV: -11.85 / -13.03
Total charge: +2
Multiplicity: 5
ΔE to the lowest compared entry with this formula, charge and spin in eV: 18.145
M in g/mol: 923.8
Calculated total energy in eV: -104182.84240